128
Properties=species:S:1:pos:R:3:mulliken_charge:R:1 method="wB97M-V/def2-TZVPD" e_above_lowest_kcal_mol=211.2 e_lumo_ev=-0.700 energy_ev=-67823.126 gap_ev=6.47 e_homo_ev=-7.2
C -3.4571 -4.5697 1.4057 -1.029
O -2.3366 -3.7249 1.0592 -0.354
H -4.4347 -4.0514 1.1790 0.238
H -3.3229 -4.8493 2.4846 0.382
H -3.5290 -5.4714 0.8404 0.362
H -1.9307 -3.3466 1.8679 0.116
C -0.3827 3.1555 -3.0101 -0.322
O -1.5213 2.5254 -3.4878 -0.614
H 0.4607 2.6396 -3.3865 0.106
H -0.3844 3.2800 -1.9221 -0.119
H -0.2987 4.1747 -3.3533 0.414
H -1.2564 1.5731 -3.5958 0.627
C -0.0130 0.3026 -0.1848 -0.726
O -0.9202 1.2232 -0.7420 0.425
N 1.1947 0.6186 0.1304 2.714
N -0.4085 -0.9564 0.0584 3.009
H 1.4979 1.4766 -0.2299 0.035
H 1.9324 -0.0115 0.4028 -1.413
H -1.4086 -1.2349 -0.1576 -1.182
H 0.1796 -1.7574 0.3526 -1.834
C -2.9133 -1.1076 -1.5144 -0.053
O -3.1302 0.1334 -1.9774 -0.624
N -2.9535 -1.5089 -0.2925 -0.004
N -2.6098 -2.0563 -2.3552 -0.036
H -3.1579 -0.9604 0.5692 0.174
H -2.8087 -2.4341 0.0365 0.413
H -2.6051 -1.9658 -3.3996 0.345
H -2.4929 -3.0102 -1.9784 0.103
C 0.2642 -3.6126 2.4572 -0.214
O 0.7435 -2.9720 1.2446 -0.351
N 0.7600 -4.7483 2.8335 -0.246
N -0.7147 -3.1555 3.1444 -0.417
H 1.4594 -5.2205 2.2974 0.319
H 0.2991 -5.4084 3.4708 0.226
H -0.9996 -2.1144 2.8115 0.622
H -1.0928 -3.5000 4.0405 0.207
C -2.2123 0.1384 2.4783 0.131
O -1.9423 1.4420 2.7001 -0.684
N -3.3592 -0.3592 2.1377 -0.310
N -1.3151 -0.8073 2.4627 1.896
H -4.1579 0.3253 2.4724 0.384
H -3.5399 -1.3301 2.4702 0.213
H -0.5588 -0.5510 3.1340 0.128
H -0.8163 -0.7055 1.5617 -1.785
C 0.8110 0.2081 -5.3611 -1.469
C 0.2551 -0.5383 -4.1646 1.226
C 1.3727 -0.6739 -3.1629 0.122
O -0.7365 -0.0148 -3.6272 -0.274
H 0.6671 1.2769 -5.4803 0.262
H 0.2556 -0.2432 -6.2128 0.414
H 1.8968 -0.0279 -5.5000 0.332
H -0.0426 -1.5158 -4.3978 0.065
H 1.7348 0.1847 -2.5570 -0.365
H 2.2819 -1.1041 -3.7081 0.564
H 1.1522 -1.4536 -2.4064 -0.990
H -0.9412 -0.5822 -2.9027 -0.630
C 3.0003 -2.3581 -0.6991 0.069
C 4.1585 -1.3593 -0.4702 0.413
C 4.7369 -0.7324 -1.7148 -1.626
O 3.8400 -0.4691 0.3620 -0.401
H 2.0944 -1.8464 -0.6942 -1.114
H 2.9900 -3.0894 0.1181 0.343
H 2.9943 -2.8214 -1.6490 0.553
H 4.9824 -1.9906 0.0080 0.289
H 3.9382 -0.2328 -2.1860 0.247
H 5.3127 -1.4489 -2.2444 0.525
H 5.5063 0.0315 -1.4863 0.315
H 4.5955 -0.2638 0.9041 0.386
C 3.0669 3.0716 1.2745 0.062
C 4.4417 2.8450 0.6339 0.406
C 4.3069 2.5416 -0.8681 -1.339
O 5.2135 3.8067 0.7043 -0.542
H 3.1788 3.5174 2.2377 0.881
H 2.6756 2.0763 1.4201 -0.634
H 2.3713 3.6042 0.6084 -0.372
H 4.9688 2.0703 1.1261 0.235
H 3.7600 1.6770 -1.1582 0.049
H 5.2843 2.5034 -1.3339 0.390
H 3.8048 3.3075 -1.3930 0.465
H 5.4069 4.0477 1.5681 0.395
C 2.4317 -0.8064 3.4876 -1.253
C 1.4388 -0.0433 4.2579 0.094
C 1.1062 1.2980 3.6143 -1.400
O 0.4069 -0.7181 4.3932 -0.654
H 2.7990 -1.6085 4.0592 0.518
H 3.1749 -0.1654 3.0631 0.290
H 1.8413 -1.2898 2.6715 0.223
H 1.9618 0.2047 5.1755 0.409
H 0.7081 1.0729 2.6401 0.007
H 1.8969 1.9638 3.5882 0.956
H 0.3417 1.7982 4.1741 0.379
H 0.5712 -1.5803 4.7553 0.410
C -0.0338 -4.0418 -2.0654 -0.601
C -1.1348 -5.1257 -1.9190 0.541
C -0.7072 -6.2490 -0.9711 -1.529
O -2.2947 -4.6791 -1.5694 -0.730
H 0.8529 -4.5665 -2.4409 0.683
H 0.0005 -3.4710 -1.1096 -0.062
H -0.3670 -3.3815 -2.8801 -0.097
H -1.2534 -5.6225 -2.8625 0.487
H -0.5419 -5.9712 0.0885 0.122
H 0.1429 -6.7800 -1.3432 0.521
H -1.5056 -6.9956 -1.0160 0.417
H -2.3682 -4.5800 -0.5838 0.033
C -0.7056 3.9054 0.9355 0.869
C -0.7819 5.3591 0.7072 0.417
C 0.5671 6.0917 1.0812 -1.861
O -1.0641 5.6555 -0.4927 -0.411
H -0.5291 3.6877 1.9503 0.748
H 0.1545 3.5758 0.3671 -0.844
H -1.5908 3.3044 0.6626 -0.845
H -1.5710 5.8125 1.2757 0.307
H 0.9649 5.8461 2.0411 0.355
H 0.5315 7.1279 0.9337 0.552
H 1.3272 5.8520 0.3689 0.477
H -0.8481 6.6348 -0.6345 0.382
C -4.3851 2.0999 0.2726 -0.942
C -4.4545 3.1431 -0.7958 0.131
C -4.3061 4.5134 -0.1264 -1.201
O -3.4936 3.0636 -1.5908 -0.398
H -4.1666 1.0863 -0.0426 -0.146
H -5.3733 2.0541 0.6681 0.427
H -3.6890 2.4120 1.0268 0.341
H -5.4425 3.1393 -1.2141 0.610
H -4.3535 5.3186 -0.7819 0.381
H -3.4047 4.6571 0.4505 -0.021
H -5.1791 4.6535 0.5191 0.451
H -2.8175 2.8336 -0.8925 -0.065


128
Properties=species:S:1:pos:R:3:mulliken_charge:R:1 method="wB97M-V/def2-TZVPD" e_above_lowest_kcal_mol=433.9 e_lumo_ev=0.201 energy_ev=-67813.469 gap_ev=6.67 e_homo_ev=-6.5
C -4.5607 -1.0766 -0.7580 -0.784
O -4.3597 -1.1196 0.6050 -0.406
H -5.4987 -0.6556 -0.9890 0.692
H -4.6587 -2.0576 -1.1490 0.277
H -3.7547 -0.5836 -1.2640 -0.060
H -5.2317 -0.8856 0.9620 0.276
C 4.2413 -2.3436 0.8950 -1.202
O 2.9293 -1.9446 0.4460 0.478
H 4.0963 -3.3596 1.2410 0.372
H 4.5503 -1.7516 1.6660 0.296
H 5.0173 -2.2676 0.1090 0.285
H 3.0343 -1.2346 -0.1460 -0.300
C 4.2593 0.3704 -1.7740 0.354
O 5.5863 -0.0486 -1.7570 -0.782
N 3.7943 1.5714 -1.6500 -0.334
N 3.3423 -0.5916 -1.8460 -0.173
H 4.4333 2.3474 -1.3800 0.275
H 2.8433 1.8174 -1.9590 0.334
H 3.7073 -1.4596 -2.0600 0.266
H 2.3653 -0.2486 -1.9640 -0.246
C -1.7707 -0.5126 3.7030 0.002
O -2.7437 0.3874 3.4780 -0.743
N -2.0857 -1.6016 4.3220 -0.245
N -1.0197 -1.2196 2.8820 0.356
H -2.9937 -1.2176 4.7300 0.351
H -1.6707 -1.4526 5.3430 0.356
H -1.1417 -0.5836 1.9240 0.328
H -0.1087 -0.7626 3.0390 -0.363
C -2.3217 -3.6406 0.7770 0.101
O -1.9877 -2.7556 -0.1950 -0.491
N -1.3947 -3.9926 1.5870 -0.245
N -2.8577 -3.0606 1.8050 -0.151
H -0.5347 -3.8646 1.0020 0.249
H -1.5537 -5.1126 1.6440 0.365
H -3.3337 -2.1756 1.3810 0.155
H -3.7537 -3.6176 2.0880 0.333
C -0.3267 0.1954 0.2560 -0.680
O 0.4713 -0.3666 -0.6770 -0.245
N 0.2463 0.7994 1.2930 2.883
N -1.5717 -0.1066 0.5620 2.123
H 1.2953 0.8804 1.2060 -2.140
H -0.1637 1.4804 1.8800 -0.582
H -2.0187 -0.7696 -0.1000 -1.503
H -2.2037 0.7424 0.8590 0.086
C -1.3227 3.2844 2.3940 -1.788
C -2.3567 3.1624 1.3070 -0.205
C -1.7907 3.5934 -0.0670 -0.342
O -3.0057 2.0854 1.2080 -0.560
H -1.2217 2.3694 2.9580 0.294
H -1.6057 3.9674 3.1340 0.496
H -0.2677 3.3644 2.0620 0.087
H -3.1737 3.8704 1.5370 0.936
H -2.7157 3.7104 -0.6290 0.350
H -1.1247 2.7764 -0.5040 -0.421
H -1.3617 4.5554 0.1330 0.484
H -3.5467 2.0894 2.0190 0.398
C 0.5273 -5.5246 -0.7360 -1.550
C 1.1493 -4.1576 -0.6740 1.357
C 0.7903 -3.2816 -1.8920 0.402
O 0.8023 -3.4836 0.3170 -0.319
H 0.9443 -6.1086 -1.5960 0.435
H -0.6017 -5.4686 -0.8740 0.196
H 0.7163 -6.1276 0.2010 0.310
H 2.2263 -4.2176 -0.5880 0.131
H -0.2267 -3.0186 -2.0010 -0.538
H 1.0743 -3.7656 -2.8710 0.592
H 1.3613 -2.3806 -1.8290 -0.816
H 1.4133 -2.7446 0.3460 -0.521
C 1.4373 3.7414 -0.7670 -1.318
C 0.9923 3.3924 -2.2020 2.822
C 1.2913 4.5184 -3.1790 -2.146
O 1.4343 2.3084 -2.6430 -0.389
H 1.4073 2.9014 -0.0420 0.074
H 0.8043 4.5294 -0.3920 0.575
H 2.4403 4.2554 -0.7690 0.437
H -0.0747 3.2074 -2.2120 -1.781
H 0.8533 4.2934 -4.1070 0.452
H 2.3213 4.6314 -3.3630 0.495
H 0.8993 5.4314 -2.7730 0.456
H 1.2763 2.1654 -3.5720 0.327
C -2.8767 1.8574 -2.6270 -0.565
C -2.8417 3.2714 -3.1890 0.072
C -2.4317 3.2394 -4.6050 -1.664
O -3.8987 3.8924 -3.0510 -0.521
H -1.9097 1.4414 -2.4070 0.069
H -3.2897 1.1604 -3.3970 0.618
H -3.3527 1.7964 -1.6430 0.125
H -2.0097 3.7674 -2.7390 0.309
H -2.9827 2.4954 -5.1610 0.372
H -1.4117 3.0104 -4.5550 0.268
H -2.5237 4.2464 -5.0010 0.369
H -3.6887 4.7914 -3.1870 0.556
C 2.5673 2.5954 2.8490 -0.858
C 3.4163 1.8674 1.7990 0.654
C 4.5573 1.0694 2.4160 -1.261
O 2.8423 1.0484 1.0530 1.282
H 2.0643 1.8674 3.5420 -0.120
H 1.8643 3.1924 2.3120 0.048
H 3.0513 3.4294 3.3350 0.528
H 3.8373 2.6304 1.1510 0.314
H 4.9763 1.7004 3.1550 0.627
H 5.2643 0.6194 1.6670 0.198
H 4.2313 0.1764 2.9720 -0.180
H 3.2053 1.1204 0.1830 -0.927
C 2.1013 -1.3886 3.4650 -0.646
C 2.0133 -1.3256 4.9930 0.360
C 2.7233 -0.1606 5.5780 -1.611
O 0.8683 -1.3926 5.4630 -0.347
H 3.0963 -1.5106 3.1440 0.760
H 1.6293 -0.4886 3.0250 -0.646
H 1.7453 -2.2896 3.0060 0.698
H 2.5803 -2.2236 5.2530 0.147
H 3.0543 -0.4926 6.5490 0.590
H 2.1723 0.7434 5.7150 0.339
H 3.6183 0.0824 5.0240 0.256
H 0.9643 -1.3416 6.4220 0.393
C -2.2697 -3.3086 -5.4870 -1.646
C -2.5137 -2.8736 -4.0180 0.909
C -1.7507 -1.5936 -3.6350 -0.823
O -3.7027 -2.8886 -3.6780 -0.623
H -1.1937 -3.3446 -5.7060 0.348
H -2.7177 -2.7096 -6.2910 0.366
H -2.6257 -4.3566 -5.5560 0.391
H -2.0907 -3.6646 -3.4920 0.053
H -1.5787 -1.5546 -2.5850 -0.345
H -2.3387 -0.7256 -3.9390 0.652
H -0.7907 -1.5176 -4.1520 0.406
H -4.0077 -2.0356 -3.3220 0.374


173
Properties=species:S:1:pos:R:3:mulliken_charge:R:1 method="wB97M-V/def2-TZVPD" e_lumo_ev=0.928 energy_ev=-123496.799 gap_ev=3.63 e_homo_ev=-2.7 total_charge=-1
C -1.9333 -0.3170 2.3462 -2.011
C -0.6620 -0.3007 1.5724 1.752
C -0.1451 -1.7951 1.3968 -1.284
C 1.0786 -1.8492 0.3649 -0.462
C 0.6145 -1.3943 -0.9454 -1.130
C 0.1014 0.1201 -0.8618 1.258
N -0.9305 0.2609 0.2140 0.296
O -1.4765 1.5993 0.2544 -0.925
C -0.5854 0.3793 -2.2854 -1.655
C 1.3206 1.1675 -0.7804 -1.568
C 0.3966 0.5454 2.3427 -1.810
H -1.8730 -0.6801 3.3722 0.379
H -2.7842 -0.8206 1.8875 0.394
H -2.2902 0.7027 2.4910 0.391
H -1.0337 -2.3643 1.1237 0.425
H 0.1001 -2.2366 2.3627 0.407
H 1.5634 -2.8180 0.4852 0.389
H 1.6698 -1.0509 0.8137 0.147
H -0.1820 -2.0192 -1.3493 0.406
H 1.5087 -1.5244 -1.5550 0.406
H -0.7991 1.4248 -2.5071 0.324
H -1.4962 -0.2140 -2.3663 0.387
H -0.0839 0.0388 -3.1914 0.350
H 2.2909 0.7710 -1.0796 0.272
H 1.5395 1.7355 0.1237 0.351
H 0.9020 1.9497 -1.4137 0.400
H 0.0057 1.5513 2.4961 0.367
H 1.4096 0.5987 1.9440 0.296
H 0.4791 0.2152 3.3781 0.447
C 5.6974 -6.6872 2.6464 0.596
O 5.9192 -7.4750 1.6934 -0.715
N 4.5896 -6.8225 3.2452 -0.376
N 6.4208 -5.6718 3.0584 -0.365
H 4.0406 -7.5377 2.7901 0.222
H 4.0778 -6.1432 3.7898 0.204
H 7.4295 -5.6363 3.0220 0.240
H 6.0332 -5.1429 3.8266 0.192
C -3.1423 -5.1621 8.3484 0.696
O -2.1945 -5.2055 9.1674 -0.692
N -4.3639 -4.9398 8.6993 -0.410
N -3.0483 -5.1878 7.0710 -0.331
H -5.0050 -4.6627 7.9698 0.161
H -4.5633 -4.9481 9.6894 0.221
H -2.2375 -5.0832 6.4778 0.205
H -3.9059 -5.1709 6.5377 0.153
C 7.2160 -6.9765 -3.8887 0.663
O 7.5375 -6.3879 -4.9131 -0.639
N 6.2994 -6.5503 -2.9589 -0.408
N 7.7734 -8.0857 -3.4680 -0.373
H 5.9894 -5.5983 -3.0912 0.205
H 5.9540 -7.1841 -2.2524 0.182
H 8.5793 -8.4980 -3.9158 0.216
H 7.5033 -8.3359 -2.5275 0.155
C -5.5262 -4.5467 -8.0828 0.645
O -4.7952 -5.4808 -8.1625 -0.632
N -6.7324 -4.5489 -8.5644 -0.377
N -5.2578 -3.4009 -7.6589 -0.349
H -7.3919 -3.8325 -8.2960 0.153
H -6.9943 -5.1351 -9.3440 0.197
H -4.3068 -3.1724 -7.4070 0.204
H -6.0003 -2.7869 -7.3558 0.160
C -8.3223 1.9127 4.9261 0.561
O -9.3874 1.7337 4.3796 -0.652
N -7.8992 3.0924 5.2578 -0.408
N -7.3673 1.0575 5.0815 -0.324
H -6.9601 3.3777 5.4961 0.160
H -8.4511 3.8655 4.9145 0.241
H -6.6196 1.5197 5.5788 0.177
H -7.6820 0.1137 5.2559 0.244
C 3.3807 5.2504 -7.6752 0.634
O 3.4467 4.8504 -8.8467 -0.724
N 3.4666 6.4937 -7.4393 -0.347
N 3.3996 4.4100 -6.6829 -0.308
H 3.4939 6.7720 -6.4688 0.180
H 3.3800 7.0580 -8.2724 0.223
H 3.5765 5.1028 -5.9695 0.125
H 3.4994 3.4053 -6.6583 0.219
C -0.4249 7.9267 2.2522 0.605
O 0.3925 8.7704 2.1895 -0.647
N -0.2696 6.7406 1.8149 -0.344
N -1.6083 8.0326 2.6794 -0.367
H 0.3585 6.4604 1.0752 0.206
H -1.0160 6.0639 1.8859 0.126
H -1.7415 8.8236 3.2933 0.240
H -2.1125 7.1622 2.7702 0.182
C 1.3313 -8.3662 -6.6272 0.684
O 2.2810 -8.5874 -7.3302 -0.655
N 0.3645 -9.1423 -6.4109 -0.360
N 1.2492 -7.3470 -5.8003 -0.398
H -0.3227 -8.9073 -5.7090 0.150
H 0.2638 -9.9930 -6.9459 0.209
H 2.1035 -6.8529 -5.5858 0.208
H 0.4196 -7.1548 -5.2572 0.162
C 5.1723 6.6697 -2.0973 0.637
O 5.8266 6.5801 -3.0699 -0.649
N 4.3737 7.6436 -1.8287 -0.394
N 5.1957 5.8493 -1.1318 -0.375
H 3.6792 7.5560 -1.1006 0.155
H 4.3049 8.3640 -2.5332 0.217
H 4.8001 5.9416 -0.2071 0.188
H 6.0027 5.2580 -1.2707 0.224
C 9.2658 0.7349 0.5632 0.670
O 8.8046 1.8244 0.8837 -0.657
N 10.3711 0.5690 -0.0898 -0.376
N 8.6881 -0.4149 0.8071 -0.389
H 11.1263 1.1921 -0.3380 0.200
H 10.5993 -0.3232 -0.5044 0.162
H 7.7340 -0.3538 1.1329 0.209
H 9.1605 -1.3039 0.7252 0.182
C -2.0647 8.2034 -4.6078 0.663
O -0.9663 8.7256 -4.5870 -0.668
N -2.9671 8.4953 -5.4605 -0.365
N -2.5919 7.3049 -3.8755 -0.300
H -2.7957 9.1532 -6.2075 0.200
H -3.8349 7.9788 -5.4753 0.130
H -3.5903 7.3153 -4.0279 0.160
H -2.1900 6.7563 -3.1287 0.178
C -2.0712 2.9604 8.7171 0.563
O -1.8425 2.3043 9.6026 -0.535
N -1.2083 3.6696 8.0209 -0.369
N -3.2942 3.1530 8.2886 -0.417
H -1.6734 4.1356 7.2551 0.143
H -0.2267 3.7089 8.2555 0.200
H -3.4754 3.9651 7.7162 0.184
H -3.9393 2.8305 8.9957 0.234
C -7.3404 5.6586 0.6408 0.639
O -8.0824 6.1762 1.5168 -0.679
N -7.3529 4.3865 0.2718 -0.370
N -6.1712 6.1937 0.4141 -0.348
H -8.1176 3.8469 0.6515 0.209
H -6.8759 4.0487 -0.5520 0.188
H -5.5539 5.5275 -0.0277 0.161
H -5.8036 7.0780 0.7352 0.199
C -6.3212 0.6810 -3.5582 0.631
O -7.1480 0.5842 -4.4025 -0.678
N -6.0901 -0.2482 -2.6156 -0.382
N -5.5559 1.6743 -3.3881 -0.365
H -6.7238 -1.0336 -2.5747 0.205
H -5.4315 -0.1692 -1.8539 0.180
H -5.7956 2.4801 -3.9479 0.214
H -4.9413 1.8185 -2.5996 0.195
C 2.6450 -3.3873 7.5623 0.721
O 3.7617 -3.2093 7.1055 -0.695
N 1.9078 -2.4694 8.0832 -0.349
N 2.1274 -4.5400 7.8740 -0.347
H 1.0138 -2.7110 8.4864 0.135
H 2.2562 -1.5232 8.1414 0.199
H 2.7002 -5.3712 7.9056 0.194
H 1.1781 -4.6750 8.1913 0.140
C -0.3557 -9.8708 1.2000 0.599
O -1.2057 -9.2443 1.6866 -0.604
N 0.7254 -9.4236 0.6025 -0.398
N -0.4540 -11.1451 1.2041 -0.403
H 0.8063 -8.4213 0.5077 0.218
H 1.5283 -10.0202 0.4630 0.179
H 0.4460 -11.5848 1.0745 0.172
H -1.2515 -11.5021 1.7107 0.239
C 5.2703 3.0838 5.7448 0.696
O 4.4664 2.9936 6.6451 -0.664
N 5.7999 2.0508 5.1534 -0.381
N 5.6955 4.1570 5.1369 -0.426
H 6.4066 2.1592 4.3532 0.142
H 5.5471 1.1478 5.5287 0.203
H 5.1739 4.8905 5.5952 0.230
H 6.4482 4.2195 4.4664 0.200
C -3.1799 3.1967 -9.2379 0.671
O -2.9216 3.6132 -10.3441 -0.687
N -4.3756 2.9742 -8.8257 -0.374
N -2.2774 2.9131 -8.4111 -0.362
H -5.1371 3.0926 -9.4785 0.216
H -4.5926 2.4990 -7.9612 0.156
H -1.3506 3.1133 -8.7591 0.220
H -2.3928 2.5212 -7.4873 0.161